{"formula": "C44H40F10O4PS", "method": "ωB97M-V/def2-TZVPD", "symbols": ["O", "P", "O", "O", "S", "C", "O", "C", "F", "F", "F", "H", "H", "H", "H", "H", "F", "C", "C", "C", "C", "C", "C", "H", "H", "H", "H", "H", "F", "C", "C", "C", "C", "C", "C", "H", "H", "H", "H", "H", "F", "C", "C", "C", "C", "C", "C", "H", "H", "H", "H", "H", "F", "C", "C", "C", "C", "C", "C", "H", "H", "H", "H", "H", "F", "C", "C", "C", "C", "C", "C", "H", "H", "H", "H", "H", "F", "C", "C", "C", "C", "C", "C", "H", "H", "H", "H", "H", "F", "C", "C", "C", "C", "C", "C", "H", "H", "H", "H", "H"], "xyz": [[0.65805, -0.19754, -0.90303], [-0.69718, 0.02484, -1.39481], [-1.15240, -1.02994, -2.46046], [-1.69960, -0.09818, -0.14470], [-1.04865, 1.99887, -2.19003], [0.03807, 2.37178, -3.64829], [0.82446, 1.30285, -4.07534], [2.09464, 1.29616, -3.55265], [2.45220, 0.04233, -3.44093], [2.17317, 1.86485, -2.36003], [2.95832, 1.88792, -4.33630], [-0.41324, -1.66507, -2.53710], [-1.48442, 0.66836, 0.41753], [-0.64042, 2.84118, -1.20342], [-0.63870, 2.61877, -4.47394], [0.59670, 3.28970, -3.44521], [0.49982, 6.17675, -7.35058], [-0.14287, 5.06111, -7.73806], [0.19528, 3.85404, -7.15855], [-0.47051, 2.70043, -7.55224], [-1.45687, 2.76806, -8.52656], [-1.78147, 3.98925, -9.10288], [-1.12531, 5.14549, -8.70385], [0.97550, 3.82254, -6.40630], [-0.21825, 1.74833, -7.10010], [-1.97219, 1.86857, -8.83698], [-2.54706, 4.04170, -9.86519], [-1.37127, 6.10637, -9.13626], [-1.22536, 4.59479, -2.47746], [-1.57415, 5.88819, -2.15439], [-1.36655, 6.88402, -3.08069], [-1.72470, 8.18393, -2.75623], [-2.27292, 8.46342, -1.51124], [-2.46922, 7.44351, -0.59080], [-2.12145, 6.14216, -0.91752], [-0.93104, 6.64608, -4.04367], [-1.57580, 8.97823, -3.47460], [-2.54781, 9.47880, -1.25924], [-2.89282, 7.66059, 0.38024], [-2.27528, 5.33011, -0.21650], [-0.51541, -3.67476, 0.29562], [0.52652, -3.68975, 1.16252], [0.75031, -4.81313, 1.93240], [1.82201, -4.82418, 2.81575], [2.64597, -3.71202, 2.92392], [2.40441, -2.58962, 2.14516], [1.34113, -2.57919, 1.25373], [0.09207, -5.66757, 1.83978], [2.01227, -5.70080, 3.42076], [3.47427, -3.72306, 3.61347], [3.04381, -1.72087, 2.23217], [1.13065, -1.71711, 0.62514], [-5.07240, 6.38761, -3.70101], [-5.64625, 5.34660, -3.07167], [-7.02244, 5.24020, -3.05349], [-7.60818, 4.16107, -2.40682], [-6.81414, 3.20975, -1.77924], [-5.43250, 3.33454, -1.80279], [-4.84298, 4.40721, -2.45769], [-7.62509, 5.99513, -3.54113], [-8.68519, 4.06231, -2.39183], [-7.27432, 2.37174, -1.27218], [-4.81305, 2.59491, -1.30950], [-3.76877, 4.51744, -2.49482], [2.74984, -2.37291, 5.22539], [1.59939, -2.07650, 5.86925], [0.39235, -2.29065, 5.23053], [-0.78555, -1.98945, 5.89930], [-0.74196, -1.47120, 7.18743], [0.47987, -1.25857, 7.81078], [1.65918, -1.56775, 7.15009], [0.37932, -2.68860, 4.22378], [-1.73857, -2.15938, 5.41512], [-1.66236, -1.23384, 7.70543], [0.51541, -0.85209, 8.81268], [2.61942, -1.41736, 7.62282], [1.47551, -7.33155, -4.36168], [1.98940, -6.86934, -3.20761], [1.39424, -5.78617, -2.59119], [1.92186, -5.31260, -1.39814], [3.04002, -5.91950, -0.84331], [3.62890, -7.00457, -1.47839], [3.09852, -7.48792, -2.66629], [0.52696, -5.32246, -3.04415], [1.46225, -4.47051, -0.90100], [3.45154, -5.54503, 0.08592], [4.50291, -7.47573, -1.04842], [3.53862, -8.33777, -3.17128], [2.58630, -2.75055, 9.80791], [3.32697, -3.84015, 9.52175], [4.39157, -3.72277, 8.64982], [5.15448, -4.84485, 8.36070], [4.83824, -6.06752, 8.93699], [3.76168, -6.16847, 9.80771], [3.00242, -5.04701, 10.10773], [4.61834, -2.76272, 8.20440], [5.99601, -4.76512, 7.68515], [5.43241, -6.94244, 8.70698], [3.51266, -7.12210, 10.25409], [2.16476, -5.10408, 10.79055]], "forces_ev_per_a": [[0.4, 1.0, -0.8], [1.4, -2.8, 2.6], [-0.4, 1.0, 0.0], [-0.2, 1.4, -1.8], [-1.4, 0.5, -0.4], [0.5, 0.4, -1.5], [-0.6, 0.7, 0.7], [0.9, -1.1, 0.2], [0.0, -0.8, 0.0], [-0.4, 0.5, 0.5], [0.2, 0.8, -0.7], [-0.2, 0.0, -0.2], [-0.3, -0.5, 0.6], [0.3, -0.6, -0.2], [-0.3, -0.3, 0.4], [-0.1, -0.3, 0.4], [0.0, 0.0, 0.1], [-0.2, -0.2, -0.1], [0.2, -0.1, 0.3], [-0.1, 0.1, 0.0], [-0.1, -0.1, 0.0], [0.1, -0.1, 0.1], [-0.1, 0.2, -0.1], [0.1, 0.0, -0.1], [0.1, 0.0, -0.1], [0.0, 0.0, 0.0], [0.0, 0.0, 0.0], [0.0, 0.0, 0.0], [0.1, 0.1, 0.0], [-0.1, 0.9, 0.2], [0.2, -0.3, -0.4], [-0.1, 0.0, 0.2], [0.0, 0.0, 0.0], [0.0, 0.1, -0.1], [0.1, -0.5, 0.2], [0.0, 0.0, 0.0], [0.0, 0.0, 0.0], [0.0, 0.0, 0.0], [0.0, 0.0, 0.0], [0.0, 0.0, 0.0], [0.0, 0.1, -0.1], [0.3, 0.0, 0.6], [-0.3, -0.2, 0.0], [0.0, 0.2, -0.1], [0.2, -0.3, -0.2], [0.0, -0.2, 0.0], [-0.2, 0.4, -0.3], [0.0, 0.0, 0.0], [0.0, 0.0, 0.0], [0.0, 0.0, -0.1], [0.0, 0.0, 0.0], [0.1, -0.2, 0.2], [0.0, 0.0, 0.0], [-0.2, -0.2, 0.1], [-0.2, 0.2, -0.1], [0.2, 0.0, 0.0], [-0.1, -0.1, 0.1], [-0.1, 0.1, -0.1], [0.2, -0.1, 0.0], [0.0, 0.0, 0.0], [0.0, 0.0, 0.0], [0.0, 0.0, 0.0], [0.0, 0.0, 0.0], [0.0, 0.0, 0.0], [0.0, 0.2, 0.4], [-0.4, 0.1, 0.2], [0.0, -0.1, -0.3], [0.1, 0.1, 0.1], [-0.1, 0.0, 0.0], [-0.1, 0.0, -0.1], [0.3, 0.1, 0.0], [0.0, 0.0, 0.0], [0.0, 0.0, 0.0], [0.0, 0.0, 0.0], [0.0, 0.0, 0.0], [0.0, 0.0, 0.0], [0.0, 0.0, 0.0], [0.1, 0.1, 0.3], [-0.2, 0.1, -0.1], [0.1, -0.1, -0.1], [0.1, 0.1, 0.1], [-0.1, 0.1, 0.0], [0.1, -0.2, -0.1], [0.0, -0.1, 0.0], [0.1, -0.1, -0.1], [0.0, 0.0, 0.0], [0.0, 0.0, 0.0], [0.0, 0.0, 0.0], [0.0, 0.0, 0.1], [0.2, -0.3, -0.1], [0.0, 0.3, -0.1], [-0.1, -0.1, 0.1], [0.1, -0.1, 0.0], [0.1, 0.1, -0.1], [-0.2, 0.0, 0.2], [0.0, 0.0, 0.0], [0.0, 0.0, 0.0], [0.0, 0.0, 0.0], [0.0, 0.0, 0.0], [0.0, 0.0, 0.0]], "total_charge": 1, "total_energy_ha": -3739.60405}

{"formula": "C44H42Cl6CuF6N7O16S2", "method": "ωB97M-V/def2-TZVPD", "symbols": ["Cu", "C", "F", "F", "F", "S", "O", "O", "N", "S", "O", "O", "C", "F", "F", "F", "Cl", "C", "C", "Cl", "H", "H", "H", "H", "Cl", "C", "C", "Cl", "H", "H", "H", "H", "Cl", "C", "C", "Cl", "H", "H", "H", "H", "C", "C", "C", "C", "C", "C", "N", "O", "O", "H", "H", "H", "H", "H", "C", "C", "C", "C", "C", "C", "N", "O", "O", "H", "H", "H", "H", "H", "C", "C", "C", "C", "C", "C", "N", "O", "O", "H", "H", "H", "H", "H", "C", "C", "C", "C", "C", "C", "N", "O", "O", "H", "H", "H", "H", "H", "C", "C", "C", "C", "C", "C", "N", "O", "O", "H", "H", "H", "H", "H", "C", "C", "C", "C", "C", "C", "N", "O", "O", "H", "H", "H", "H", "H"], "xyz": [[-1.94340, -1.36398, 0.79891], [2.34811, -1.31041, 1.75170], [3.62437, -1.34045, 1.47390], [2.07520, -2.51890, 2.27895], [2.14758, -0.28431, 2.51142], [1.40220, -0.98755, 0.02241], [2.29120, -0.26531, -0.85351], [1.12787, -2.36163, -0.47255], [-0.16087, -0.22902, 0.44902], [0.14762, 1.27700, 0.52300], [-0.80088, 1.92871, 1.43850], [1.51676, 1.72377, 0.63405], [-0.39964, 1.88975, -1.21204], [-1.73354, 1.60609, -1.29846], [-0.25751, 3.21789, -1.38163], [0.22740, 1.22052, -2.27129], [-0.59842, 0.32829, -5.86036], [-1.57036, 1.65301, -5.35714], [-1.85129, 2.58619, -6.50808], [-3.10868, 3.75312, -5.94099], [-0.90670, 2.18252, -4.67356], [-2.45593, 1.35706, -4.79475], [-2.21342, 2.01369, -7.36202], [-1.02641, 3.22795, -6.81760], [3.33056, -0.13555, -5.40595], [2.82132, -0.60225, -3.79221], [3.68274, -1.72508, -3.15836], [3.11684, -3.27132, -3.89016], [1.74237, -0.71350, -3.89983], [2.91694, 0.30226, -3.19151], [3.59746, -1.78069, -2.07313], [4.72596, -1.75689, -3.47267], [3.61497, -5.33107, 2.56062], [3.05365, -6.35358, 1.18426], [2.80239, -5.49617, -0.13509], [4.25335, -4.55918, -0.73984], [2.23880, -7.01166, 1.48602], [3.87567, -6.99629, 0.86912], [1.95214, -4.81693, -0.07348], [2.55743, -6.15655, -0.96696], [-1.44191, 2.62639, 6.94217], [-1.60254, 2.90786, 5.61863], [-1.53537, 1.88593, 4.62912], [-1.20842, 0.59370, 5.07730], [-1.00998, 0.36068, 6.46089], [-1.11610, 1.37590, 7.41029], [-1.02634, -0.49877, 4.05215], [-1.52702, -0.35680, 2.97117], [-0.33123, -1.44251, 4.33200], [-1.46822, 3.43825, 7.65393], [-1.76907, 3.95513, 5.41394], [-1.70776, 2.15718, 3.59805], [-0.70508, -0.64527, 6.70888], [-0.94899, 1.15987, 8.45519], [7.32594, -0.57247, -0.90044], [6.13943, -0.16740, -0.29235], [5.55455, 0.99118, -0.70151], [5.94324, 1.65286, -1.84829], [7.03631, 1.15111, -2.58715], [7.72478, 0.07662, -2.07702], [5.17695, 2.76687, -2.39121], [5.74857, 3.42115, -3.26234], [4.17031, 3.04507, -1.76811], [7.97877, -1.39048, -0.63382], [5.80908, -0.67577, 0.60142], [4.75303, 1.38742, -0.09573], [7.36872, 1.55722, -3.53107], [8.56991, -0.23643, -2.67214], [0.62330, -7.27623, 4.27734], [0.75602, -5.87400, 4.42815], [0.29252, -5.00756, 3.44621], [-0.32721, -5.52411, 2.29350], [-0.48952, -6.93311, 2.12475], [-0.02014, -7.79996, 3.14745], [-0.77715, -4.54275, 1.23614], [-0.74736, -4.89496, 0.03954], [-1.03725, -3.33706, 1.55006], [0.95280, -8.05526, 4.94887], [1.32700, -5.52433, 5.27557], [0.50251, -3.94892, 3.48599], [-0.89616, -7.30926, 1.19763], [-0.09227, -8.87152, 3.03359], [-1.05363, -3.77976, -5.94457], [-0.31212, -3.77009, -4.76886], [-0.71543, -2.88473, -3.73066], [-1.85917, -2.11652, -3.93547], [-2.57517, -2.14851, -5.19910], [-2.18272, -3.03995, -6.08958], [-2.37268, -1.20946, -2.90205], [-3.19076, -0.35817, -3.10795], [-1.99318, -1.53063, -1.75247], [-0.79740, -4.47722, -6.72834], [0.58256, -4.36198, -4.64385], [-0.10285, -2.80330, -2.84494], [-3.42649, -1.51199, -5.39010], [-2.79937, -3.26267, -6.94780], [-0.05036, 5.62521, 2.72232], [-0.99473, 5.14365, 1.80265], [-2.31725, 5.57225, 1.94021], [-2.66211, 6.51912, 2.88173], [-1.76818, 6.92144, 3.81872], [-0.45916, 6.47734, 3.71714], [-4.08687, 6.87963, 2.99746], [-4.88217, 6.13823, 2.42080], [-4.37092, 7.85300, 3.68095], [0.99386, 5.39869, 2.56516], [-0.67354, 4.62069, 0.91397], [-3.04651, 5.17276, 1.25103], [-2.03970, 7.69173, 4.52535], [0.34497, 6.93952, 4.27047], [-5.90994, 4.20199, -1.58144], [-6.07030, 4.40443, -0.25798], [-5.44906, 3.54521, 0.64339], [-4.76149, 2.41216, 0.14019], [-4.71447, 2.11567, -1.22092], [-5.26365, 3.06846, -2.08388], [-3.94109, 1.53353, 1.09248], [-3.29056, 0.57407, 0.60461], [-3.97641, 1.71806, 2.31250], [-6.23310, 5.02591, -2.20041], [-6.62068, 5.27682, 0.06206], [-5.61125, 3.78738, 1.68332], [-4.21040, 1.23767, -1.59697], [-5.26923, 2.87500, -3.14640]], "forces_ev_per_a": [[2.0, 1.5, -0.2], [0.3, -0.7, -1.4], [0.7, 0.0, -0.8], [-0.9, 1.4, -0.2], [-1.0, 0.2, 1.4], [0.4, -4.7, -1.5], [-1.2, 0.2, 1.3], [-0.5, 2.5, 1.5], [2.0, -3.9, -0.6], [-1.5, 7.0, 1.1], [1.1, -1.3, -1.7], [-1.0, -1.2, 0.0], [-0.5, -0.4, -1.1], [1.3, 0.2, -0.2], [0.2, -1.5, 0.3], [-0.9, 1.2, 2.0], [0.7, -1.4, -0.7], [0.5, 1.8, 1.0], [-0.7, 0.2, -0.1], [0.0, -0.2, -0.2], [-0.4, 0.2, 0.3], [0.0, -0.2, -0.4], [-0.2, 0.3, 0.0], [0.2, -0.5, 0.2], [0.5, 0.0, -0.7], [0.6, 0.8, 1.1], [-0.9, -0.2, -1.1], [-0.2, -0.4, 0.2], [0.1, -0.9, 0.5], [0.2, 0.0, 0.1], [-0.1, 0.0, -0.3], [-0.1, 0.8, 0.2], [-0.3, -0.5, -0.5], [1.0, 1.0, -1.9], [-0.2, -0.4, 0.6], [-0.8, -0.6, 0.8], [-0.2, 0.5, -0.1], [0.2, 0.0, 0.6], [0.3, 0.3, 0.3], [0.1, -0.3, 0.2], [0.5, 0.5, 1.2], [-0.2, -0.8, -1.2], [0.1, 0.5, 1.1], [-0.4, 1.3, 0.3], [0.4, -0.7, -1.0], [-0.1, -1.4, -1.1], [1.0, 0.3, 2.3], [-1.6, 0.4, -2.0], [0.2, -0.4, 0.5], [-0.2, 0.1, 0.0], [-0.2, -0.1, -0.7], [0.1, -0.3, -0.1], [-0.1, -0.1, 0.3], [0.0, 0.0, 0.0], [0.1, 0.1, -1.5], [2.0, -0.8, 0.8], [-1.5, 1.0, 0.1], [1.2, -1.6, -1.3], [-0.8, 0.5, 0.4], [0.0, 0.0, 0.2], [1.8, 0.9, 1.2], [-1.5, -0.4, 0.4], [-0.4, 0.4, -1.0], [-0.5, -0.3, 0.6], [-0.1, 0.1, 0.0], [-0.3, 0.1, -0.2], [-0.3, 0.3, 0.1], [0.2, -0.3, 0.3], [-1.0, 0.5, -1.1], [0.2, -1.4, -0.2], [-0.2, -0.2, -0.6], [-0.1, -0.6, 0.6], [0.5, 0.9, 0.5], [-0.1, 1.6, -0.8], [0.8, 0.1, -2.9], [-0.5, 0.5, 3.3], [-0.2, -1.2, 0.3], [0.4, 0.6, 0.6], [-0.1, 0.3, 0.0], [-0.2, 0.1, 0.2], [-0.2, -0.1, 0.0], [-0.2, 0.0, -0.1], [1.6, -1.8, 0.9], [-0.6, 1.4, 0.3], [-0.1, -0.4, -0.8], [-0.6, 0.5, -2.2], [-0.1, 1.7, 3.9], [-0.7, -1.1, -2.4], [0.4, -1.7, 1.3], [0.1, 0.2, -0.5], [0.0, 0.5, 0.3], [0.2, 0.0, -0.1], [0.0, 0.0, 0.0], [-0.2, 0.0, 0.2], [-0.1, 0.0, 0.3], [0.0, 0.4, -0.3], [-0.6, -0.6, -1.2], [-0.1, 1.1, 0.5], [0.6, -0.7, -1.1], [-0.8, -1.4, -0.1], [0.7, 1.2, 0.6], [0.7, 0.6, 0.1], [-0.3, 0.1, 0.2], [0.3, 0.9, 0.5], [0.0, -0.9, -0.7], [0.1, -0.1, 0.2], [-0.2, -0.4, 0.2], [-0.2, 0.2, 0.0], [-0.1, -0.1, 0.2], [-0.3, 0.0, 0.6], [0.5, -0.1, -1.7], [0.5, -0.2, 1.4], [-0.1, -0.8, 0.1], [0.5, 0.3, 0.9], [0.0, 0.8, 0.1], [-0.4, -0.5, 0.2], [-0.4, -0.6, 1.9], [-0.6, 0.3, -0.3], [-0.1, 0.2, -2.6], [-0.2, -0.4, -0.6], [0.1, 0.0, 0.4], [0.6, -0.4, 0.2], [0.0, 0.0, 0.1], [0.3, 0.1, -0.1]], "spin_multiplicity": 2, "total_charge": 1, "total_energy_ha": -9085.23213}